1.
C26H63F2NO12S | ωB97M-V with the def2-TZVPD basis set

Output
Structure (SMILES): O=C(O)CCN(CC(=O)F)S(=O)(=O)F.CC(C)O.CC(C)O.CC(C)O.CC(C)O.CC(C)O.CC(C)O.CC(C)O
Energy in eV: -70312.1700
Gap between HOMO and LUMO in Eh: 0.3611

Atoms and positions in Å:
O  4.58126  1.75520  -0.71049
C  3.56970  2.35316  -0.46884
O  3.33863  2.73194  0.85930
C  2.52302  2.75038  -1.55510
C  1.65082  1.49896  -1.88029
N  0.39536  1.27385  -1.12369
C  0.01979  2.24082  -0.09507
C  -0.84258  3.38870  -0.72479
O  -0.42429  4.40098  -1.16467
F  -2.21021  3.19983  -0.71962
S  0.07808  -0.31768  -0.68948
O  0.35516  -0.61312  0.71102
O  -1.34431  -0.54463  -0.89501
F  0.84278  -1.40752  -1.63599
H  3.51609  1.97024  1.44015
H  3.12055  2.98700  -2.46936
H  1.99018  3.68745  -1.28652
H  2.30648  0.59543  -1.75796
H  1.40690  1.52262  -2.97344
H  0.83008  2.62002  0.56439
H  -0.69718  1.71716  0.59362
C  -4.46347  5.56891  1.70140
C  -5.64677  4.67240  1.36942
C  -5.35244  3.21996  1.71079
O  -5.95444  4.78405  -0.01861
H  -3.58156  5.27668  1.12305
H  -4.68447  6.60635  1.44250
H  -4.21533  5.51924  2.76405
H  -6.52749  5.00800  1.92111
H  -4.49979  2.85099  1.13262
H  -6.20487  2.58612  1.45853
H  -5.13080  3.10038  2.77372
H  -5.18229  4.48985  -0.51782
C  0.23370  -0.63300  5.79665
C  0.86439  -1.03510  4.47252
C  1.16404  -2.52381  4.43023
O  2.07348  -0.29717  4.27797
H  0.91116  -0.84468  6.62969
H  0.03278  0.44040  5.81504
H  -0.70360  -1.16704  5.96577
H  0.19309  -0.77433  3.65173
H  1.87266  -2.80188  5.21706
H  1.62542  -2.79438  3.47781
H  0.25255  -3.11269  4.55747
H  2.67487  -0.52072  4.99861
C  3.96688  -4.77216  -2.14986
C  4.78209  -3.59998  -1.62533
C  5.01999  -3.71890  -0.12776
O  4.09862  -2.38007  -1.90447
H  2.98339  -4.80570  -1.67128
H  3.79515  -4.66938  -3.22327
H  4.47551  -5.72116  -1.96675
H  5.74044  -3.55664  -2.14701
H  4.07097  -3.71783  0.41714
H  5.59723  -2.86689  0.23693
H  5.55992  -4.63665  0.11542
H  3.24594  -2.40205  -1.45261
C  -1.85364  -4.35507  1.47041
C  -1.63856  -5.24798  2.68309
C  -2.40012  -6.55730  2.54795
O  -2.06840  -4.56497  3.86074
H  -2.91165  -4.09973  1.35926
H  -1.30973  -3.41460  1.58469
H  -1.51601  -4.84436  0.55423
H  -0.57224  -5.45342  2.80272
H  -3.47620  -6.37682  2.47308
H  -2.24462  -7.18339  3.42935
H  -2.07828  -7.11210  1.66370
H  -3.01034  -4.37668  3.76885
C  1.77576  3.21227  -7.20229
C  1.74680  3.70371  -5.76360
C  2.40632  5.06630  -5.62877
O  2.42133  2.76335  -4.92432
H  2.80598  3.10463  -7.55494
H  1.30807  2.22865  -7.28126
H  1.25120  3.90260  -7.86576
H  0.71298  3.76082  -5.41626
H  3.45823  5.02123  -5.92875
H  2.38586  5.40058  -4.58893
H  1.90053  5.81257  -6.24495
H  3.33690  2.70477  -5.22495
C  -5.55473  -10.60603  1.77810
C  -4.72691  -9.43714  2.28959
C  -4.46575  -9.55499  3.78351
O  -5.41302  -8.21457  2.02146
H  -6.53074  -10.63573  2.27182
H  -5.74282  -10.50249  0.70759
H  -5.04702  -11.55692  1.95318
H  -3.77655  -9.39779  1.75298
H  -5.40606  -9.55028  4.34318
H  -3.88058  -8.70486  4.13835
H  -3.92486  -10.47400  4.01933
H  -6.25527  -8.23853  2.49183
C  3.99213  8.65327  -2.46901
C  2.59186  8.47175  -3.03446
C  1.65313  9.56503  -2.54833
O  2.08152  7.19688  -2.64668
H  3.97912  8.60058  -1.37620
H  4.65254  7.85677  -2.81817
H  4.41703  9.61445  -2.76586
H  2.63275  8.48169  -4.12592
H  1.56282  9.54242  -1.45816
H  0.65027  9.41692  -2.95374
H  2.00851  10.55331  -2.84760
H  2.03959  7.17413  -1.68275

2.
C26H64Cl2N4 | ωB97M-V with the def2-TZVPD basis set

Output
Energy in eV: -58985.7274
Gap between HOMO and LUMO in Eh: 0.3110

Atoms and positions in Å:
Cl  -7.88803  -12.06712  -11.31173
C  -8.72086  -10.75821  -10.48461
C  -10.19717  -10.72050  -11.00620
Cl  -10.34022  -10.05237  -12.69544
H  -8.34086  -9.86071  -10.73428
H  -8.67309  -10.96948  -9.56640
H  -10.88693  -9.80691  -10.41098
H  -10.60582  -11.76285  -11.08426
C  -7.98848  -15.01548  -14.70390
C  -9.07516  -15.72546  -14.07243
N  -10.50385  -15.29371  -14.34467
C  -11.63179  -16.11907  -14.08610
C  -11.54396  -17.03712  -13.05895
C  -10.61251  -13.94690  -13.60079
C  -11.62039  -13.03306  -14.31809
H  -7.08136  -15.59618  -14.26609
H  -7.71396  -14.20762  -14.25364
H  -8.15803  -14.94345  -15.74430
H  -9.02130  -15.57962  -13.01598
H  -9.19828  -16.81048  -14.16589
H  -11.54010  -16.59155  -14.96027
H  -12.51363  -15.83001  -14.17256
H  -10.80154  -17.67605  -12.52502
H  -12.28071  -17.91493  -13.27433
H  -12.01121  -16.71358  -12.20723
H  -9.59717  -13.34201  -13.68557
H  -10.82099  -14.06158  -12.66295
H  -12.55808  -13.55400  -14.36127
H  -11.29713  -12.67340  -15.20637
H  -11.58093  -12.15302  -13.67994
C  -11.06780  -10.83295  -3.50370
C  -10.34107  -10.93467  -4.79715
N  -11.10382  -11.53307  -5.98225
C  -12.15896  -10.83379  -6.50463
C  -12.17407  -9.41352  -6.63125
C  -10.07788  -11.77450  -7.01198
C  -10.50718  -13.01224  -7.94806
H  -11.77538  -10.25614  -3.39278
H  -10.30153  -10.52091  -2.73990
H  -11.44060  -11.82136  -3.18021
H  -9.51290  -11.99638  -4.78194
H  -9.62212  -10.14462  -5.03936
H  -12.75952  -11.05388  -5.82152
H  -12.79546  -11.46509  -7.14434
H  -11.47283  -8.64101  -6.00293
H  -13.04812  -8.91261  -6.33923
H  -11.96486  -9.29958  -7.69760
H  -9.07758  -11.84242  -6.73736
H  -9.88973  -10.90992  -7.61167
H  -9.96539  -13.15288  -8.91436
H  -11.42540  -12.64821  -8.36790
H  -10.72942  -14.05186  -7.61484
C  -6.56518  -9.22148  -13.46168
C  -6.60703  -9.92129  -14.75131
N  -5.35294  -10.32538  -15.28925
C  -5.15971  -11.71718  -15.61957
C  -5.95919  -12.32809  -16.53324
C  -4.94424  -9.52649  -16.48358
C  -3.48233  -9.21458  -16.34347
H  -7.63093  -9.00545  -13.28659
H  -6.23345  -8.08136  -13.27780
H  -6.07623  -10.03234  -12.77709
H  -7.18820  -9.11220  -15.40771
H  -7.44740  -10.72227  -14.74011
H  -5.41062  -12.12342  -14.65635
H  -4.12598  -11.81380  -15.64745
H  -6.86935  -12.05080  -16.76237
H  -5.74398  -13.25246  -16.38183
H  -5.70554  -12.19943  -17.47591
H  -5.40562  -8.61811  -16.53029
H  -5.04341  -10.05386  -17.41669
H  -3.08109  -9.29509  -15.35544
H  -3.12146  -8.25212  -16.82009
H  -2.82288  -9.93846  -16.95771
C  -8.44204  -7.00467  -7.70884
C  -9.88552  -6.59128  -8.13271
N  -10.09434  -6.87304  -9.62933
C  -11.49377  -7.05884  -10.03467
C  -12.41337  -6.34166  -9.49383
C  -9.52971  -5.62636  -10.39312
C  -9.26634  -6.06494  -11.88961
H  -8.32989  -7.80522  -8.25250
H  -8.38287  -7.27617  -6.71868
H  -7.68209  -6.27857  -7.97081
H  -10.12165  -5.55159  -7.77694
H  -10.45325  -7.37251  -7.62540
H  -11.72531  -8.06621  -9.48315
H  -11.58113  -7.35594  -11.17771
H  -12.37372  -5.90477  -8.44788
H  -13.28013  -7.02529  -9.52675
H  -12.60589  -5.54942  -10.20146
H  -8.61257  -5.31267  -9.88585
H  -10.15461  -4.76253  -10.23982
H  -10.09229  -6.02789  -12.63875
H  -8.76188  -7.11874  -12.32361
H  -8.67151  -5.36825  -12.25059

3.
C26H64Cl4O12 | ωB97M-V with the def2-TZVPD basis set

Output
Structure (SMILES): COCCOC.COCCOC.COCCOC.COCCOC.COCCOC.COCCOC.ClCCl.ClCCl
Energy in eV: -102649.8302
Gap between HOMO and LUMO in Eh: 0.3656

Atoms and positions in Å:
C  0.97905  -3.57111  -2.96815
O  1.35758  -2.70482  -1.95348
C  1.51538  -3.33563  -0.70818
C  0.96977  -2.35605  0.31563
O  -0.40392  -2.34904  0.27083
C  -1.04681  -1.79327  1.36594
H  0.07643  -4.11783  -2.76223
H  1.76931  -4.23092  -3.19162
H  0.82553  -2.89950  -3.76429
H  2.53901  -3.57333  -0.49972
H  0.93990  -4.29992  -0.63720
H  1.32620  -1.33176  0.01630
H  1.26630  -2.42772  1.39565
H  -0.84847  -2.45962  2.28340
H  -2.13763  -1.79505  1.20750
H  -0.70049  -0.78564  1.59960
C  -1.12320  3.39453  4.53003
O  -2.09704  3.10176  5.48346
C  -2.78199  4.24449  5.93546
C  -3.86811  4.76405  4.98578
O  -3.40934  5.83539  4.16764
C  -4.15781  5.89000  2.97826
H  -0.72740  2.43784  4.16462
H  -0.35890  4.01870  4.97991
H  -1.54837  3.91123  3.61539
H  -2.14412  5.09601  6.16898
H  -3.28301  3.96805  6.89830
H  -4.73670  5.15112  5.55426
H  -4.19296  3.88456  4.36682
H  -3.99935  4.99216  2.41800
H  -3.78177  6.76679  2.37704
H  -5.19616  6.06839  3.20955
C  5.29280  2.08416  -3.97750
O  5.56377  0.70733  -4.39858
C  4.44812  -0.26068  -4.19261
C  4.65228  -1.09463  -2.84323
O  4.46510  -0.12475  -1.80688
C  4.71100  -0.67571  -0.52518
H  5.30172  2.22308  -2.92602
H  4.28784  2.43268  -4.28800
H  6.07177  2.71354  -4.46491
H  4.44556  -0.97925  -5.08119
H  3.47084  0.23500  -4.04164
H  5.63324  -1.57570  -2.80171
H  3.83629  -1.79573  -2.81688
H  3.88890  -1.36001  -0.15654
H  4.73245  0.27542  0.09793
H  5.68972  -1.17312  -0.46089
C  -2.24792  1.53034  1.80074
O  -1.57359  2.45333  0.95905
C  -2.13668  2.74693  -0.24783
C  -1.28045  3.69008  -1.06811
O  -0.16087  2.95912  -1.74222
C  0.83811  3.79717  -2.23899
H  -3.31971  1.69256  1.80970
H  -1.79046  1.49689  2.73277
H  -2.08868  0.52086  1.36481
H  -3.19651  3.21511  -0.18471
H  -2.14687  1.91223  -0.98704
H  -0.99204  4.53137  -0.44591
H  -1.95552  4.06592  -1.83704
H  1.24433  4.43237  -1.44467
H  0.57370  4.53594  -3.06803
H  1.66873  3.18666  -2.50013
C  0.78906  -0.65940  5.27524
O  -0.40518  -0.20651  5.88746
C  -0.28665  0.59846  7.01711
C  -1.67287  0.95968  7.57737
O  -2.28587  -0.03677  8.39753
C  -2.96099  -1.03030  7.64131
H  0.60566  -1.13582  4.30923
H  1.29723  -1.42876  5.87485
H  1.49962  0.08347  4.95052
H  0.23923  1.51036  6.68176
H  0.32256  0.06194  7.71693
H  -2.32718  1.04225  6.64150
H  -1.65716  1.84764  8.14570
H  -3.71193  -0.52601  6.98727
H  -3.37624  -1.65136  8.36933
H  -2.32108  -1.61657  6.94027
C  2.49935  -5.14432  -6.44684
O  1.14873  -5.32388  -6.86284
C  0.26529  -4.61959  -6.01196
C  -1.21899  -4.84401  -6.35508
O  -1.73150  -3.95366  -7.39285
C  -1.94112  -4.52262  -8.63814
H  2.65833  -5.40986  -5.37677
H  2.82407  -4.11639  -6.71970
H  3.04867  -5.83780  -7.16698
H  0.58194  -3.58617  -6.06302
H  0.44809  -4.95705  -4.99357
H  -1.72767  -4.41553  -5.47841
H  -1.44105  -5.92062  -6.55910
H  -1.05173  -4.39002  -9.24687
H  -2.76783  -3.97972  -9.11296
H  -2.22487  -5.61146  -8.72735
C  -2.03189  -1.65419  -2.48590
Cl  -2.67330  -2.78330  -3.74943
Cl  -3.34070  -0.51683  -1.95919
H  -1.74815  -2.31508  -1.63307
H  -1.18979  -1.11059  -2.95910
C  1.68298  1.80436  0.59214
Cl  3.12264  2.79725  0.43045
Cl  1.41700  1.38451  2.25807
H  0.78807  2.39434  0.29259
H  1.90733  0.92756  -0.06956

4.
C26H64ClNO12 | ωB97M-V with the def2-TZVPD basis set

Output
Structure (SMILES): CCOCCOC[C@H](N)Cl.COCCOC.COCCOC.COCCOC.COCCOC.COCCOC
Energy in eV: -66575.8454
Gap between HOMO and LUMO in Eh: 0.3495

Atoms and positions in Å:
C  4.45846  -1.49698  -1.64200
C  5.38173  -0.28659  -1.71308
O  4.88842  0.89052  -1.08945
C  3.74581  1.46657  -1.69616
C  2.50145  1.19464  -0.85161
O  1.31209  1.66056  -1.46639
C  0.75829  0.81251  -2.45035
C  -0.28739  -0.11478  -1.82255
N  0.28505  -1.13021  -1.01067
Cl  -1.30148  -0.76856  -3.20016
H  3.56888  -1.36503  -2.26561
H  4.13808  -1.69665  -0.61551
H  4.99001  -2.38070  -2.01214
H  6.32309  -0.50351  -1.20099
H  5.62350  -0.05652  -2.76144
H  3.62745  1.09184  -2.72411
H  3.91724  2.54565  -1.76059
H  2.58855  1.74603  0.09010
H  2.42154  0.13610  -0.60961
H  1.52133  0.20938  -2.96334
H  0.27369  1.44897  -3.19232
H  -0.96443  0.48589  -1.21078
H  -0.42579  -1.72256  -0.59990
H  0.88818  -1.73370  -1.56092
C  -2.21233  4.41322  -3.65106
O  -2.49497  3.14691  -4.21511
C  -3.41752  2.38238  -3.45535
C  -4.81302  2.41866  -4.03516
O  -5.38270  3.71566  -3.99143
C  -5.32171  4.40649  -5.22242
H  -1.60153  4.95560  -4.37107
H  -3.12636  4.97956  -3.45364
H  -1.65292  4.31573  -2.71327
H  -3.44070  2.74639  -2.42153
H  -3.06521  1.34844  -3.44749
H  -5.45437  1.75243  -3.45091
H  -4.78914  2.04882  -5.06633
H  -5.98346  3.94835  -5.96614
H  -4.30482  4.42952  -5.62291
H  -5.65743  5.42497  -5.03499
C  0.89939  -2.78406  4.43175
O  2.28056  -2.73724  4.72198
C  3.06711  -3.56294  3.88008
C  3.74094  -2.76866  2.78356
O  2.79371  -2.18793  1.90146
C  2.57758  -0.80530  2.11558
H  0.41654  -2.02339  5.04311
H  0.70174  -2.57710  3.37571
H  0.47451  -3.76244  4.68490
H  2.45741  -4.35213  3.42874
H  3.83444  -4.04030  4.49624
H  4.38109  -3.44216  2.20504
H  4.37410  -1.98929  3.22081
H  3.43796  -0.21824  1.77352
H  2.38669  -0.57741  3.16740
H  1.70812  -0.53179  1.51962
C  -0.65096  3.32381  0.59862
O  -1.38207  4.51956  0.40950
C  -1.48574  5.31778  1.57427
C  -0.48719  6.45602  1.57248
O  0.85041  5.99549  1.62935
C  1.51000  5.98944  0.37815
H  -0.47538  2.88988  -0.38431
H  0.31525  3.50869  1.07496
H  -1.21506  2.61647  1.21705
H  -1.33900  4.70345  2.46983
H  -2.49774  5.73122  1.60909
H  -0.66114  7.08400  2.45095
H  -0.63894  7.07243  0.67922
H  1.69013  7.01005  0.02285
H  0.93949  5.44646  -0.37960
H  2.46916  5.49606  0.52648
C  2.40139  -4.99148  0.32063
O  2.36152  -5.90816  1.39956
C  1.12957  -6.59512  1.52149
C  1.19652  -7.99657  0.95452
O  1.41158  -7.99681  -0.44416
C  2.75012  -8.25788  -0.81726
H  3.42566  -4.62872  0.24945
H  2.12257  -5.46743  -0.62319
H  1.75082  -4.13219  0.50975
H  0.33230  -6.03523  1.01969
H  0.88200  -6.65571  2.58607
H  0.24614  -8.50247  1.14760
H  1.98871  -8.55821  1.46208
H  3.02597  -9.29493  -0.59698
H  3.44948  -7.59075  -0.30668
H  2.81901  -8.09761  -1.89164
C  -5.42621  0.59458  3.42993
O  -4.01685  0.47576  3.44660
C  -3.51998  -0.57188  2.63695
C  -2.99519  -0.06403  1.31161
O  -4.01851  0.50131  0.51285
C  -4.03091  1.92012  0.55260
H  -5.67564  1.50503  3.97145
H  -5.81296  0.66297  2.41010
H  -5.89922  -0.25628  3.93229
H  -4.29954  -1.32061  2.45740
H  -2.70254  -1.05607  3.18055
H  -2.55273  -0.90329  0.76332
H  -2.20767  0.67641  1.48828
H  -3.17954  2.33657  0.00313
H  -3.99218  2.28679  1.58162
H  -4.95246  2.25544  0.08035